This record from the OMol25 dataset describes a structure of composition C55H55CsN9O4P at a distorted geometry. The level of theory is ωB97M-V/def2-TZVPD.

Geometry as XYZ:
```
125
Properties=species:S:1:pos:R:3:forces:R:3
C -0.716 2.820 3.657 0.019 1.007 -0.520
C -2.843 -3.836 -0.580 -0.184 0.149 0.029
C 4.550 -1.419 0.772 -0.109 0.055 0.218
H -1.602 -4.652 -5.135 0.045 -0.089 -0.060
H 6.086 -2.306 -0.418 -0.056 -0.011 -0.015
H 3.223 -2.904 1.527 -0.042 -0.032 0.053
C -2.451 -5.039 -1.178 0.106 -0.227 -0.252
H -4.033 5.373 -3.003 -0.029 0.081 -0.038
H -6.220 1.647 -5.019 -0.005 -0.021 -0.008
C -2.263 -3.096 5.536 -0.087 0.121 -0.121
C 0.646 -3.309 -2.046 0.182 0.073 -0.458
C 1.617 -5.440 -1.619 0.078 0.243 -0.523
C -2.590 -2.662 -2.526 0.145 -0.402 -0.606
N -2.918 -2.705 -1.232 -0.062 -0.203 0.574
C -0.198 -0.309 5.665 0.047 0.135 -0.047
H -0.550 -0.763 6.585 -0.010 0.021 -0.046
C -4.668 0.673 -3.920 0.284 -0.248 0.223
N -0.355 3.239 2.467 0.385 -1.216 -0.493
H -1.115 -4.869 5.908 0.030 -0.005 -0.013
H -1.432 1.462 5.787 -0.002 0.094 -0.021
C -2.581 -2.104 4.619 -0.202 -0.132 0.233
H -3.021 2.965 1.602 -0.028 -0.088 -0.029
H -1.510 7.915 0.377 0.013 0.010 0.029
C 5.805 -1.447 0.185 0.264 -0.043 -0.098
C -2.135 -5.034 -2.509 -0.021 -0.045 0.191
C 0.776 -0.926 4.904 0.127 -0.111 0.004
C -3.233 2.096 -2.568 -0.500 0.312 -0.606
N 0.224 -3.180 -0.811 -0.158 -0.038 0.963
C -2.503 4.598 -1.729 -0.357 0.285 -0.280
H -3.498 0.143 -0.417 0.208 -0.025 -0.141
H -3.335 6.408 1.093 -0.061 0.009 -0.047
H 4.553 1.488 -2.359 0.109 0.026 0.014
O -3.563 -0.484 0.312 -0.105 -0.002 0.770
H -1.826 -5.941 -3.016 0.018 -0.057 -0.005
C 4.189 -0.320 1.580 0.663 -0.222 -0.277
H -3.369 -1.328 -0.140 0.018 0.244 -0.250
H 1.471 2.711 -1.032 -0.038 0.060 0.083
C -5.373 1.782 -4.354 -0.078 0.550 -0.179
C -2.677 -1.398 -3.216 -0.033 0.700 -0.392
O -1.346 3.470 4.517 -0.273 -0.152 0.515
C 1.558 0.022 -4.118 0.107 0.042 0.426
H -4.978 -0.320 -4.217 0.022 -0.012 -0.052
H 5.532 2.618 2.681 0.055 0.064 0.028
H -3.258 -1.309 4.899 -0.020 0.031 -0.046
C 1.223 -0.301 3.742 -0.195 -0.383 1.008
H -2.436 -0.450 -5.112 0.017 -0.029 -0.042
H 2.722 -2.205 -0.010 -0.098 -0.049 -0.145
C -1.892 -3.754 -4.608 0.153 -0.239 -0.406
C -3.576 0.778 -3.040 -0.464 -0.144 -0.442
C -1.988 -2.542 -5.260 0.027 -0.382 -0.070
H 1.644 -4.477 -3.549 0.017 0.051 -0.119
H 2.189 -0.037 -5.007 0.028 0.009 0.000
H -4.116 4.352 1.808 -0.079 -0.025 -0.067
H -5.539 3.930 -4.329 -0.038 -0.021 -0.011
H 0.235 2.301 -1.843 -0.184 0.023 0.005
C 1.768 4.860 1.615 -0.050 -0.061 0.023
H 3.095 -2.278 -2.763 0.019 -0.102 0.019
H 1.233 -1.862 5.190 0.034 -0.022 -0.038
P 2.565 0.103 -2.566 0.502 -0.448 -0.472
H 0.842 7.171 0.613 0.070 0.055 -0.056
C -0.698 4.452 1.948 -0.179 0.513 0.055
C 3.586 -2.546 0.563 -0.065 -0.007 0.108
N 2.967 -0.132 2.160 -0.604 0.576 -0.091
H -2.698 -3.076 6.526 -0.009 0.017 0.055
H -0.099 -4.884 3.644 0.017 0.007 0.042
C 3.772 1.393 -3.112 -0.260 -0.119 0.252
O 1.166 2.541 -1.929 -0.059 0.169 -0.067
H -2.393 -5.941 -0.587 0.000 -0.106 0.062
C -2.374 -1.398 -4.592 -0.089 0.263 0.015
H 4.059 -1.342 -3.926 0.023 0.020 -0.065
C -3.526 4.493 -2.628 0.249 0.033 0.169
C -0.815 -4.127 3.929 0.184 0.111 -0.423
C -3.944 3.223 -3.073 0.205 -0.284 0.200
H 0.933 0.909 -4.164 -0.131 0.055 -0.092
H -1.145 3.479 -0.491 0.116 0.045 0.095
C -2.020 -2.108 3.358 0.358 -0.294 -0.451
C 1.168 -5.331 -0.323 -0.435 0.507 0.604
H 3.813 2.314 2.317 -0.082 0.066 0.050
H -3.117 -3.802 0.466 -0.014 -0.052 0.167
C 0.337 5.299 1.490 -0.031 -0.197 0.060
C -2.302 6.102 1.214 -0.018 0.147 -0.004
H -1.770 -2.488 -6.322 0.056 0.007 0.014
H 1.791 3.814 1.911 0.100 -0.082 0.035
H 0.915 -0.854 -4.071 -0.152 -0.017 -0.119
C 0.449 -4.180 0.050 0.964 -0.026 -2.389
C -1.375 -4.104 5.186 -0.061 -0.067 0.144
C -0.210 1.451 4.041 -0.217 -0.102 0.534
H -3.153 3.739 3.175 -0.044 -0.070 0.066
O 2.871 -1.990 3.499 -0.146 -0.511 0.362
C -3.157 3.926 2.102 0.042 0.061 0.115
C -1.909 3.421 -1.254 0.019 -0.231 0.019
C 2.427 -0.907 3.068 1.099 -0.056 -0.262
H 2.166 -6.317 -1.940 0.014 -0.006 0.018
H 7.702 -0.473 -0.092 -0.050 -0.003 0.000
H 4.055 -3.372 0.028 -0.009 0.005 -0.114
C -2.196 -3.831 -3.241 -0.173 0.309 0.235
C 6.369 0.660 1.161 0.198 -0.063 -0.132
N -2.242 2.224 -1.672 0.603 -0.016 0.467
H 4.481 -1.347 -2.196 0.078 -0.045 0.060
H 7.092 1.451 1.331 -0.049 0.079 0.010
H 2.307 4.986 0.673 0.037 0.060 -0.033
H 1.352 -6.098 0.415 -0.057 -0.055 0.052
Cs 0.452 -0.135 0.714 -0.815 0.198 -1.278
H 4.212 1.112 -4.071 0.067 0.014 -0.040
N -2.949 -0.288 -2.545 0.340 -0.354 0.790
C 5.125 0.725 1.755 -0.089 -0.029 0.123
C -2.040 4.856 1.752 0.150 -0.066 0.182
C 1.340 -4.415 -2.516 0.074 -0.370 0.290
C 0.033 6.529 0.939 -0.125 0.170 -0.120
C 4.746 1.864 2.652 0.016 -0.080 -0.082
H -2.285 -1.349 2.637 0.007 0.177 -0.159
C -1.125 -3.125 2.993 -0.762 -0.348 2.072
C -1.280 6.948 0.812 -0.085 0.275 -0.085
N -0.102 -4.177 1.294 -1.550 1.582 3.260
H 4.564 1.485 3.658 -0.049 0.110 0.110
N 0.727 0.854 3.316 0.009 0.236 0.287
N -0.543 -3.066 1.757 1.462 -1.603 -2.883
H 3.249 2.341 -3.203 0.014 0.086 -0.022
C -0.691 0.906 5.232 -0.078 -0.041 0.056
C 3.660 -1.359 -2.910 -0.204 0.199 0.065
C -5.010 3.054 -3.972 -0.349 0.004 -0.206
C 6.719 -0.422 0.366 0.142 -0.069 -0.078
H 0.405 -2.485 -2.702 -0.001 0.074 -0.172
H -2.166 5.557 -1.370 0.065 0.037 0.090
H 2.284 5.443 2.380 0.111 -0.011 0.058
```
Forces are in eV/Å.

The calculation puts the maximum force at 3.94 eV/A. Its net charge is -2. The HOMO energy comes out at -1.868 eV. The value obtained for the electronic energy is -3284.253083 hartree. As for the energy above the lowest of the compared OMol25 structures with the same formula, charge and spin: 0.270 eV. The calculation puts the frontier orbital gap at 4.6 eV.